No. 1
ORCA calculation (ωB97M-V with the def2-TZVPD basis set) on 2 unconnected molecules or ions with the total composition C4H5N3 at a distorted geometry.

```
! wB97M-V def2-TZVPD RIJCOSX def2/J DEFGRID3
* xyz 0 1
C 2.68813 -0.58937 -0.37095
C -1.33245 -0.26322 1.61271
C 2.39589 -1.30534 0.68696
C -2.10912 0.55188 -0.71300
N 2.09602 0.40925 -0.85651
N 1.94300 1.35931 -1.48214
N -1.72586 0.16179 0.60711
H 2.89793 -2.12075 1.02082
H 1.53818 -1.03493 1.23971
H -1.38081 1.11702 -1.30562
H -2.12679 -0.51052 -1.18916
H -3.03208 1.13662 -0.69778
*
```

Values from the calculation:
HOMO level   -8.84 eV
Energy   -319.4996 Eh
Kohn-Sham gap   8.41 eV
Energy relative to the best compared isomer or geometry (same formula, charge and spin)   558.2 kJ/mol

No. 2
ORCA calculation (ωB97M-V with the def2-TZVPD basis set) on C4H5I in the gas phase at a distorted geometry.

```
! wB97M-V def2-TZVPD RIJCOSX def2/J DEFGRID3
* xyz 0 1
C -0.62818 -1.72836 -0.55543
C 0.09513 -1.29589 0.43047
C 0.53336 0.03993 0.34910
C -0.30559 1.14458 -0.18208
I 2.54677 0.38804 0.56432
H -1.19286 -1.17431 -1.26876
H 0.66893 -1.79335 1.21466
H -0.32562 1.64214 -1.23482
H -0.01280 1.90021 0.56867
H -1.37915 0.87702 0.11386
*
```

Values from the calculation:
HOMO level (alpha / beta)   -8.95 / -7.63 eV
Energy   -452.9218 Eh
Kohn-Sham gap (alpha / beta)   8.40 / 7.12 eV
Energy relative to the best compared isomer or geometry (same formula, charge and spin)   331.8 kJ/mol

No. 3
ORCA calculation (ωB97M-V with the def2-TZVPD basis set) on C8H14N2O5 in the gas phase at a distorted geometry.

```
! wB97M-V def2-TZVPD RIJCOSX def2/J DEFGRID3
* xyz 0 1
C -3.14436 1.03159 -0.30908
O -2.06163 0.22144 -0.64347
C -0.75496 0.62682 -0.19372
C -0.39039 0.99482 1.21346
C 0.97149 0.43283 1.60997
C 1.38892 -0.38819 0.33406
C 2.02552 -1.66739 0.86615
N 2.44565 0.36615 -0.41793
O 2.31325 1.56703 -0.47567
O 3.31287 -0.23236 -0.96010
C 0.12123 -0.63479 -0.47862
C 0.53297 -0.72250 -1.99666
N -0.55515 -1.87206 -0.07016
O -1.22163 -1.66674 0.90675
O -0.55157 -2.83485 -0.77577
H -3.85035 0.78859 -1.11258
H -2.95198 2.16456 -0.31170
H -3.36488 0.75755 0.74779
H -0.42061 1.43595 -0.77184
H -1.11236 0.46377 1.80994
H -0.32888 2.06807 1.37973
H 1.69910 1.22730 1.91696
H 0.75965 -0.31612 2.34225
H 2.06613 -2.47237 0.18799
H 1.43116 -2.03558 1.63464
H 3.02507 -1.38977 1.32431
H -0.29811 -1.11095 -2.52212
H 1.47950 -1.30787 -2.20510
H 0.77532 0.27407 -2.53715
*
```

Values from the calculation:
HOMO level   -10.09 eV
Energy   -798.6934 Eh
Kohn-Sham gap   10.03 eV
Energy relative to the best compared isomer or geometry (same formula, charge and spin)   872.8 kJ/mol
SMILES string   CO[C@H]1CC[C@](C)([N+](=O)[O-])[C@@]1(C)[N+](=O)[O-]

No. 4
ORCA calculation (ωB97M-V with the def2-TZVPD basis set) on 5 unconnected molecules or ions with the total composition C38H33BrO19 at a distorted geometry.

```
! wB97M-V def2-TZVPD RIJCOSX def2/J DEFGRID3
* xyz 0 1
C -1.84072 -0.49583 7.81325
C -1.52147 -1.76518 6.92975
C -1.68844 -1.57100 5.36977
Br -2.96679 -0.16983 4.84463
C -0.30881 -1.38405 4.60587
C 0.56923 -0.23444 5.25727
C 1.09603 0.84424 4.26183
C 2.50343 1.28784 4.40931
C 3.08604 2.33217 3.54984
C 2.30142 2.99342 2.49434
C 2.83218 4.11865 1.56062
C 0.90532 2.53121 2.33241
C 0.32546 1.49700 3.21054
C 0.57294 -2.72344 4.66781
O 1.14402 -2.81539 3.33984
C 0.49348 -1.96439 2.45484
O 0.72083 -1.71032 1.32717
O -0.54233 -1.39258 3.20301
H -1.66477 0.48477 7.30555
H -2.88231 -0.48185 8.22445
H -1.12704 -0.52433 8.69016
H -2.26112 -2.56009 7.24247
H -0.50943 -2.21083 7.15971
H -2.10113 -2.54150 4.96647
H 1.48013 -0.73560 5.69598
H 0.07704 0.30498 6.10789
H 3.13953 0.84138 5.21348
H 4.15182 2.64586 3.70970
H 3.83555 3.81648 1.13813
H 3.01607 5.09751 2.09265
H 2.07465 4.25444 0.73709
H 0.25259 2.96198 1.52837
H -0.74367 1.22147 3.04544
H -0.21485 -3.53470 4.62747
H 1.26039 -2.86132 5.53232
O 9.33465 3.80500 -3.61853
C 8.38052 3.69149 -2.87093
C 7.04847 3.31316 -3.34115
C 6.02805 3.21679 -2.48340
O 4.79384 2.86727 -2.89359
C 6.20566 3.49276 -1.02580
O 5.24431 3.41124 -0.28164
C 7.54157 3.84795 -0.55109
C 8.56315 3.94075 -1.40817
O 9.80271 4.26368 -0.99446
H 6.93299 3.11830 -4.39824
H 4.23960 2.87046 -2.08933
H 7.66034 4.02789 0.50861
H 10.35460 4.26584 -1.80035
O -7.80527 0.19398 -0.35548
C -7.02938 -0.51433 0.25989
C -5.57946 -0.34723 0.18600
C -4.76449 -1.16062 0.86701
O -3.42547 -1.01531 0.80887
C -5.30480 -2.26601 1.72067
O -4.53655 -2.99888 2.31130
C -6.75843 -2.41600 1.81153
C -7.56757 -1.59993 1.13332
O -8.91734 -1.71917 1.20381
H -5.20442 0.45350 -0.43628
H -3.05715 -1.71635 1.38067
H -7.13691 -3.20686 2.44491
H -9.27501 -1.01560 0.62446
O 10.89692 -0.18818 -6.67810
C 9.90415 0.37671 -7.09803
C 9.47352 1.68549 -6.60645
C 8.36640 2.25843 -7.08692
O 7.95239 3.46446 -6.65025
C 7.53133 1.59185 -8.13107
O 6.52015 2.14211 -8.52701
C 7.97437 0.29448 -8.63995
C 9.08372 -0.27797 -8.16240
O 9.51310 -1.47088 -8.61674
H 10.08425 2.15787 -5.84882
H 7.13378 3.65533 -7.14848
H 7.37113 -0.16974 -9.40805
H 10.32783 -1.66376 -8.11395
O -11.12821 -5.30407 -4.47955
C -11.02173 -4.51960 -3.55480
C -9.80288 -4.40200 -2.75676
C -9.73592 -3.53744 -1.73850
O -8.61430 -3.41929 -0.99631
C -10.90284 -2.66544 -1.37947
O -10.81724 -1.90130 -0.43510
C -12.11229 -2.76878 -2.19446
C -12.17344 -3.63147 -3.21301
O -13.27594 -3.74134 -3.97799
H -8.97135 -5.03843 -3.02625
H -8.80266 -2.73507 -0.31811
H -12.94033 -2.12281 -1.93669
H -13.06739 -4.42969 -4.63884
*
```

Values from the calculation:
HOMO level   -8.57 eV
Energy   -5471.3234 Eh
Kohn-Sham gap   6.91 eV
SMILES string   CC[C@@H](Br)[C@@]1(Cc2ccc(C)cc2)COC(=O)O1.O=C1C=C(O)C(=O)C=C1O.O=C1C=C(O)C(=O)C=C1O.O=C1C=C(O)C(=O)C=C1O.O=C1C=C(O)C(=O)C=C1O

No. 5
ORCA calculation (ωB97M-V with the def2-TZVPD basis set) on 6 unconnected molecules or ions with the total composition C2H14O5.

```
! wB97M-V def2-TZVPD RIJCOSX def2/J DEFGRID3
* xyz 0 1
C 1.70754 -1.97481 0.74054
C 0.63976 -1.35064 1.22422
H 2.60919 -2.01916 1.33301
H 1.68528 -2.46935 -0.22315
H 0.76556 -0.94350 2.21132
H -0.28808 -1.32939 0.66661
O 1.94649 0.71371 -1.29141
H 1.89713 0.22149 -0.45567
H 1.92875 1.65606 -1.09078
O -0.48613 2.79943 1.93454
H 0.26339 2.38927 1.48676
H -1.10194 2.06968 2.11055
O -2.31023 0.46351 1.87787
H -3.26551 0.58287 1.84766
H -2.08358 0.46507 0.92683
O -1.77756 0.21317 -0.84594
H -2.23260 -0.56876 -1.18786
H -1.07959 0.32711 -1.50937
O 0.06479 -0.42671 -3.06313
H 0.87931 0.01081 -2.77635
H 0.23802 -0.82987 -3.91623
*
```

Values from the calculation:
HOMO level   -10.58 eV
Energy   -460.7727 Eh
Kohn-Sham gap   10.98 eV
Energy relative to the best compared isomer or geometry (same formula, charge and spin)   86.1 kJ/mol
SMILES string   C=C.O.O.O.O.O

No. 6
ORCA calculation (ωB97M-V with the def2-TZVPD basis set) on C8H4ClN5 in the gas phase at a distorted geometry.

```
! wB97M-V def2-TZVPD RIJCOSX def2/J DEFGRID3
* xyz 0 1
C -2.84615 -1.90095 0.59995
C 0.37708 -1.85279 -0.51715
C -0.82634 1.14789 -0.19734
C 1.30974 1.19865 -0.14052
C -2.22542 -0.72636 0.34935
C -2.16286 0.55535 -0.00505
C 0.22742 -1.01299 0.52971
C 2.69685 0.70199 -0.05595
N -3.55107 -2.80458 0.71611
N 0.26821 -2.39223 -1.56085
N -0.42919 2.29331 -0.66635
N 0.88061 2.34750 -0.66961
N 0.27288 0.34704 0.15098
Cl -3.58461 1.52652 -0.05147
H 0.55514 -1.27684 1.45461
H 2.93093 0.50942 1.01466
H 2.72632 -0.17854 -0.62788
H 3.38045 1.51760 -0.32318
*
```

Values from the calculation:
HOMO level (alpha / beta)   -9.75 / -9.61 eV
Energy   -1041.0370 Eh
Kohn-Sham gap (alpha / beta)   7.10 / 7.28 eV
Energy relative to the best compared isomer or geometry (same formula, charge and spin)   274.7 kJ/mol

> Among the records above, which one has the highest energy?

C4H5N3

> Look up the energy of the second one.

-452.9218 Eh

> energy of number 4 (C38H33BrO19)?

-5471.3234 Eh

> energy of number 2 (C4H5I)?

-452.9218 Eh